(1)
100
Properties=species:S:1:pos:R:3:mulliken_charge:R:1 method="wB97M-V/def2-TZVPD" de_lowest_kcal_mol=0.00 max_force_ev_per_a=0.8 orbital_gap_ev=8.46 energy_ev=-57190.244 multiplicity=1
N 4.46 -2.16 -3.99 0.1001
C 5.82 -2.18 -4.18 -0.5874
C 6.39 -2.69 -3.05 -0.7765
C 5.34 -2.99 -2.15 0.2105
C 4.16 -2.60 -2.73 -0.8072
H 3.82 -1.85 -4.70 0.2150
H 6.27 -1.81 -5.09 0.4082
H 7.44 -2.83 -2.85 0.4342
H 5.42 -3.39 -1.15 0.4509
H 3.13 -2.64 -2.39 0.3401
N -5.25 1.55 -0.37 0.1234
C -5.81 2.68 0.17 -0.5826
C -5.40 2.75 1.47 -0.6264
C -4.54 1.64 1.72 -0.0387
C -4.51 0.90 0.57 -0.9537
H -5.44 1.21 -1.30 0.2391
H -6.47 3.30 -0.41 0.4323
H -5.70 3.50 2.19 0.4500
H -4.09 1.38 2.66 0.4608
H -4.06 -0.06 0.36 0.6006
N 5.02 0.04 -0.77 0.2580
C 4.04 0.63 0.00 -0.6719
C 4.66 1.55 0.80 -0.5847
C 6.04 1.53 0.50 -0.7985
C 6.23 0.58 -0.48 -0.2957
H 4.87 -0.69 -1.46 0.2836
H 3.01 0.35 -0.08 0.5583
H 4.15 2.15 1.54 0.4449
H 6.85 2.09 0.94 0.3871
H 7.13 0.24 -0.96 0.4399
N -4.03 1.06 5.69 0.0769
C -4.77 -0.09 5.85 -0.5789
C -4.14 -1.09 5.15 -0.6921
C -2.96 -0.53 4.62 0.5133
C -2.92 0.81 4.92 -1.3744
H -4.20 1.93 6.16 0.2006
H -5.71 -0.01 6.36 0.3994
H -4.50 -2.09 4.98 0.4244
H -2.22 -1.06 4.04 0.5033
H -2.22 1.56 4.62 0.5120
N 0.17 0.25 -0.95 0.5085
C 0.61 -0.96 -0.48 -0.7615
C -0.17 -1.32 0.59 -0.8891
C -1.15 -0.29 0.76 -0.4069
C -0.94 0.62 -0.25 -1.0191
H 0.61 0.73 -1.71 0.2997
H 1.45 -1.46 -0.95 0.5722
H 0.02 -2.16 1.24 0.5053
H -1.91 -0.23 1.52 0.6455
H -1.42 1.56 -0.49 0.6268
N -2.34 3.87 1.12 0.3234
C -2.82 5.12 0.89 -0.3545
C -1.75 5.99 0.97 -0.7968
C -0.59 5.21 1.25 -0.3728
C -0.99 3.90 1.33 -0.9360
H -2.93 3.04 1.13 0.2197
H -3.87 5.25 0.72 0.4040
H -1.81 7.05 0.78 0.4195
H 0.38 5.67 1.35 0.4691
H -0.40 3.02 1.49 0.4639
N 4.07 -4.24 0.96 0.0465
C 3.94 -5.46 0.35 -0.7579
C 2.76 -5.47 -0.35 -0.9251
C 2.14 -4.20 -0.13 0.2608
C 2.95 -3.49 0.72 -0.7886
H 4.82 -3.96 1.57 0.1916
H 4.71 -6.21 0.39 0.4168
H 2.44 -6.28 -0.98 0.4264
H 1.16 -3.93 -0.48 0.6080
H 2.80 -2.56 1.25 0.5145
N -1.87 4.82 -3.49 0.0227
C -2.17 3.98 -2.45 -0.1923
C -2.79 2.88 -2.99 -0.3306
C -2.81 3.04 -4.41 -0.7730
C -2.24 4.25 -4.68 -0.4692
H -1.32 5.66 -3.42 0.2153
H -1.94 4.27 -1.44 0.2436
H -3.07 1.98 -2.47 0.6445
H -3.24 2.38 -5.15 0.4335
H -2.07 4.79 -5.60 0.4258
N -0.07 1.34 -3.86 0.1459
C 1.23 1.74 -3.77 -0.8054
C 2.03 0.64 -3.94 -0.2778
C 1.16 -0.47 -4.13 -0.1818
C -0.13 0.00 -4.06 -1.0309
H -0.88 1.94 -3.73 0.2724
H 1.48 2.78 -3.63 0.3911
H 3.10 0.61 -3.84 0.4606
H 1.50 -1.48 -4.27 0.3907
H -1.04 -0.55 -4.15 0.3597
N -2.20 -5.18 3.62 0.0138
C -1.24 -5.50 2.69 -0.8849
C -0.19 -4.63 2.86 0.0411
C -0.58 -3.70 3.87 -0.4927
C -1.80 -4.10 4.34 -0.7397
H -3.05 -5.70 3.75 0.1895
H -1.33 -6.35 2.04 0.4116
H 0.68 -4.64 2.23 0.5258
H 0.04 -2.87 4.15 0.4888
H -2.42 -3.66 5.10 0.4896

(2)
109
Properties=species:S:1:pos:R:3:mulliken_charge:R:1 method="wB97M-V/def2-TZVPD" max_force_ev_per_a=1.1 orbital_gap_ev=4.57 energy_ev=-202462.311 multiplicity=1 charge=-1
Tl -0.26 -0.22 0.04 1.0850
N 0.74 2.72 -2.04 -0.5135
C 2.01 3.13 -1.45 -0.8332
C 2.13 3.04 0.08 -0.6771
N 2.44 1.74 0.67 1.2112
C 2.35 1.84 2.12 -0.8550
C 0.97 2.10 2.72 -0.9509
N 0.04 0.97 2.64 -0.2583
C 3.79 1.32 0.29 -0.7141
C 4.17 -0.13 0.61 -0.7737
N 3.56 -1.14 -0.24 -0.4791
H 0.75 1.76 -2.35 0.2562
H -0.03 2.84 -1.38 0.2389
H 2.16 4.19 -1.69 0.2611
H 2.80 2.57 -1.95 0.4295
H 1.16 3.36 0.47 0.1626
H 2.88 3.78 0.40 0.3637
H 3.02 2.66 2.47 0.3540
H 2.72 0.91 2.56 0.2848
H 0.50 2.93 2.21 0.4514
H 1.16 2.40 3.77 0.3708
H -0.91 1.30 2.79 0.1580
H 0.27 0.25 3.32 0.1035
H 4.54 1.99 0.77 0.3296
H 3.88 1.42 -0.79 0.2009
H 3.95 -0.38 1.65 0.3446
H 5.26 -0.20 0.49 0.3690
H 2.58 -1.25 -0.03 0.0977
H 3.59 -0.83 -1.21 0.2672
Br -6.39 -0.60 -5.03 -0.2216
C -6.73 0.51 -3.51 0.1852
C -5.85 1.54 -3.22 -0.5455
C -6.08 2.32 -2.10 0.0270
C -7.18 2.08 -1.26 0.0112
C -8.07 1.06 -1.62 -0.2241
C -7.84 0.27 -2.73 -0.5558
N -7.51 2.94 -0.21 -0.6640
N -6.69 3.45 0.60 -0.4729
C -5.40 3.01 0.79 0.2300
C -4.49 4.01 1.14 -0.3791
C -3.13 3.82 1.05 -1.0322
C -2.56 2.58 0.66 -0.2806
O -1.33 2.43 0.46 -0.4206
C -3.50 1.46 0.55 -0.0971
N -2.98 0.23 0.42 0.2197
C -3.77 -0.82 0.35 -0.4526
C -5.16 -0.72 0.48 -1.2379
C -5.72 0.52 0.64 -0.5079
C -4.90 1.67 0.61 0.6943
H -4.98 1.72 -3.84 0.4289
H -5.40 3.13 -1.87 0.3851
H -8.94 0.89 -0.99 0.4324
H -8.52 -0.53 -2.99 0.4037
H -4.89 4.98 1.38 0.4062
H -2.45 4.65 1.22 0.4313
H -3.28 -1.77 0.20 0.7387
H -5.77 -1.61 0.48 0.4248
H -6.78 0.62 0.83 0.6124
C -2.31 -4.99 0.80 -1.0720
C -1.36 -4.06 0.23 0.3972
N -0.59 -3.34 -0.24 -0.2383
H -2.29 -4.92 1.89 0.2326
H -2.05 -6.01 0.51 0.3988
H -3.31 -4.76 0.45 0.2928
C 3.97 -0.17 -5.48 -0.7935
O 2.73 -0.71 -5.09 -0.1896
C 2.53 -0.68 -3.68 -1.6941
O 1.43 -1.12 -3.37 0.7611
H 4.19 -0.55 -6.48 0.2200
H 4.77 -0.47 -4.79 0.3330
H 3.93 0.92 -5.52 0.2544
C -0.73 -1.37 -5.37 -0.9078
As -0.96 -2.22 -3.63 0.7919
C 0.28 -3.71 -3.41 -1.0424
C -2.59 -3.25 -3.97 -1.0968
O -1.35 -1.19 -2.42 -0.2292
H -0.98 -2.08 -6.17 0.3748
H 0.29 -1.01 -5.49 0.1851
H -1.42 -0.53 -5.40 0.2759
H 0.23 -4.33 -4.31 0.4105
H -0.03 -4.28 -2.54 0.2791
H 1.29 -3.35 -3.26 0.2205
H -2.49 -3.94 -4.81 0.3882
H -3.41 -2.56 -4.17 0.2618
H -2.84 -3.82 -3.07 0.2323
N 1.97 -4.95 6.23 0.0491
C 1.79 -5.78 7.30 0.6796
C 2.67 -6.44 8.15 -0.9650
C 2.12 -7.23 9.14 -0.4194
C 0.73 -7.36 9.28 -0.4375
C -0.15 -6.70 8.44 -0.7416
C 0.39 -5.90 7.43 0.4599
N -0.24 -5.18 6.45 -0.6557
C 0.72 -4.62 5.75 -0.0040
C 0.51 -3.76 4.60 1.1804
C 1.55 -3.14 3.91 -0.8499
C 1.26 -2.31 2.84 -0.5513
N 0.02 -2.06 2.42 0.5602
C -0.97 -2.65 3.08 -1.2402
C -0.79 -3.49 4.16 -0.6287
H 2.85 -4.64 5.85 0.1612
H 3.74 -6.34 8.03 0.3762
H 2.77 -7.76 9.81 0.3736
H 0.34 -7.99 10.07 0.3713
H -1.22 -6.81 8.54 0.4325
H 2.59 -3.30 4.19 0.2937
H 2.05 -1.82 2.30 0.2957
H -1.97 -2.41 2.72 0.8294
H -1.62 -3.94 4.68 0.5604

Number 1: highest occupied orbital energy -7.804 eV. Number 2: highest occupied orbital energy -3.521 eV.